(1)
Molecular formula: C21H35HgO17S2
Method: DFT, ωB97M-V with the def2-TZVPD basis set

Results
Kohn-Sham gap (eV): 4.1
Lowest unoccupied orbital energy (eV): -8.42
ΔE to the lowest compared entry with this formula, charge and spin (eV): 1.0749
Charge: +1

Cartesian coordinates (Å):
Hg  18.96628  34.30478  -3.90815
C  21.87559  34.58255  -6.13629
O  20.91144  34.33456  -5.16062
H  22.02736  35.64894  -6.30330
H  22.84561  34.12122  -5.95103
H  21.56522  34.32029  -7.14772
C  23.43841  32.23314  -3.65291
C  24.34671  33.47226  -3.64086
O  25.11942  33.26050  -2.46692
S  24.25529  32.64830  -1.21615
O  23.58861  33.76499  -0.45771
O  24.95998  31.58823  -0.47670
O  23.09278  31.98610  -2.26927
H  23.81986  31.32086  -4.11154
H  22.48475  32.41226  -4.14944
H  23.80862  34.40394  -3.46611
H  25.01236  33.55122  -4.50039
C  23.21662  39.17048  -7.42686
C  22.14058  38.59298  -6.48397
O  21.42006  39.60582  -5.89495
S  22.00560  41.09953  -6.32894
O  22.88948  41.65905  -5.30865
O  20.94235  41.94159  -6.81953
O  22.80896  40.50201  -7.59985
H  23.31939  38.74347  -8.42446
H  24.20404  39.20242  -6.96633
H  22.66538  37.95151  -5.77602
H  21.49664  37.90687  -7.03414
O  17.27159  36.12411  -10.90426
C  18.30438  36.54164  -10.36549
O  18.64914  37.88254  -10.33052
C  19.85778  38.04794  -9.64169
C  20.09875  36.67842  -8.87645
C  19.34289  35.69419  -9.70103
H  19.81767  38.84950  -8.90414
H  20.64824  38.27026  -10.35852
H  19.66115  36.74660  -7.88048
H  21.09955  36.34306  -8.60435
H  19.01818  34.92221  -9.00338
H  19.97259  35.22145  -10.45475
O  25.19110  36.16327  -9.42553
C  24.99434  34.94847  -9.44362
O  23.93631  34.46433  -10.07537
C  24.02134  33.00882  -10.11759
C  24.79911  32.64864  -8.96940
C  25.81241  33.81073  -8.77876
H  24.57031  32.77197  -11.02898
H  23.02951  32.57037  -10.22776
H  25.35437  31.71124  -9.00233
H  24.24808  32.61447  -8.02956
H  26.74908  33.56711  -9.28016
H  26.08916  33.86055  -7.72565
O  22.18626  30.37812  -9.56932
C  21.02536  30.74293  -9.77330
O  20.06264  29.90880  -10.22186
C  18.88948  30.47023  -10.73391
C  19.03533  31.84241  -10.07542
C  20.57522  32.21312  -9.91391
H  17.99993  29.96198  -10.36178
H  18.87888  30.58325  -11.81799
H  18.52239  31.77641  -9.11593
H  18.48851  32.56863  -10.67684
H  20.90870  32.95222  -9.18547
H  20.78323  32.65861  -10.88672
O  20.29000  35.37445  -2.30040
C  21.19072  36.16122  -1.99933
O  21.63512  36.25346  -0.78830
C  22.63753  37.37145  -0.82388
C  23.24782  37.35996  -2.20281
C  21.98375  36.98358  -2.98446
H  23.41635  37.19537  -0.08190
H  22.10728  38.29507  -0.59182
H  24.02738  36.59855  -2.17772
H  23.72913  38.27887  -2.53753
H  22.27522  36.32727  -3.80446
H  21.44258  37.85366  -3.35620



(2)
Molecular formula: C23H44NP3RuSe
Method: DFT, ωB97M-V with the def2-TZVPD basis set

Results
Kohn-Sham gap (spin up / spin down) (eV): 8.3 / 4.8
Lowest unoccupied orbital energy (spin up / spin down) (eV): -7.81 / -11.98
ΔE to the lowest compared entry with this formula, charge and spin (eV): 0.7832
2S+1: 6
Charge: +3
<S²>: 8.79

Cartesian coordinates (Å):
Ru  -0.95088  -0.23946  -0.29850
P  -3.10286  -0.12500  -0.92623
P  -0.13587  -2.29802  -0.49599
P  -0.44522  2.02850  -0.50149
H  3.79862  -0.91047  -2.24838
C  3.87207  0.05706  -1.74967
C  4.08969  0.14650  -0.42445
H  4.16174  -0.74571  0.20292
C  -3.27942  -0.09442  -2.72892
C  -4.22692  -1.46590  -0.39079
C  -4.00038  1.34805  -0.32595
C  1.67307  -2.32478  -0.40833
C  -0.59003  -3.53345  0.76769
C  -0.55793  -3.02357  -2.09731
C  1.34934  2.30862  -0.48665
C  -1.02142  3.06062  0.90503
C  -1.05388  2.93097  -1.96618
H  3.84582  0.95598  -2.37573
H  4.22897  1.11416  0.06399
H  -4.32174  -0.32577  -2.98668
H  -2.61185  -0.84206  -3.17437
H  -3.01207  0.89458  -3.12184
H  -5.21764  -1.32006  -0.84341
H  -4.32074  -1.44569  0.70439
H  -3.81879  -2.43702  -0.69553
H  -5.05017  1.26509  -0.63766
H  -3.58256  2.27635  -0.73189
H  -3.97079  1.38925  0.77189
H  2.05497  -3.26706  -0.81600
H  1.99012  -2.24072  0.64118
H  2.11796  -1.48922  -0.96130
H  -0.29389  -4.53967  0.44702
H  -1.67439  -3.50629  0.92568
H  -0.08973  -3.28855  1.71450
H  -0.05746  -3.99343  -2.20358
H  -0.23009  -2.33768  -2.89441
H  -1.64500  -3.16441  -2.16260
H  1.57455  3.34665  -0.76692
H  1.84025  1.63059  -1.19643
H  1.75075  2.11497  0.51770
H  -0.79155  4.11650  0.70584
H  -0.50995  2.75719  1.82898
H  -2.10552  2.95612  1.04315
H  -0.75908  3.98737  -1.88613
H  -2.14754  2.87396  -2.03781
H  -0.60561  2.48472  -2.86966
C  1.69104  0.23301  -5.13828
C  3.09037  -0.00136  -5.11792
C  3.83618  -0.04537  -6.29254
C  3.22503  0.17276  -7.53648
C  1.84734  0.44390  -7.58456
C  1.09076  0.48066  -6.40989
Se  0.71648  0.20469  -3.56314
H  -1.87615  -1.27397  0.45346
H  3.57593  -0.15550  -4.15860
H  4.90836  -0.24324  -6.23873
H  3.81954  0.15509  -8.45030
H  1.36180  0.63215  -8.54852
H  0.02015  0.68294  -6.45090
N  -1.30710  -0.01436  1.90433
C  -0.28380  0.27796  2.89062
C  1.07453  0.22486  2.59051
C  1.99106  0.51637  3.61972
C  1.52917  0.83931  4.90024
C  0.15546  0.87325  5.17584
C  -0.75677  0.59131  4.16797
H  -1.77333  -0.88176  2.19851
H  -2.06060  0.66823  1.99649
H  1.38902  -0.04553  1.57807
H  3.06092  0.48120  3.41041
H  2.24240  1.04825  5.69929
H  -0.21580  1.11577  6.17131
H  -1.83537  0.59490  4.34088



(3)
Molecular formula: C28H26FN6O5Pt
Method: DFT, ωB97M-V with the def2-TZVPD basis set

Results
Kohn-Sham gap (eV): 7.1
Lowest unoccupied orbital energy (eV): -3.20
ΔE to the lowest compared entry with this formula, charge and spin (eV): 0.0000
Charge: +1

Cartesian coordinates (Å):
Pt  0.57866  1.68210  3.45533
O  -3.42046  1.59604  4.01967
C  -2.25022  1.82426  3.84401
N  -1.19790  0.93172  3.85312
C  -1.27465  -0.43278  3.97887
O  -2.25519  -1.12464  4.10912
C  0.11381  -1.05030  3.92701
C  0.30099  -2.40076  4.14257
C  1.58711  -2.91059  4.12890
C  2.65572  -2.05216  3.90254
C  2.40132  -0.71174  3.68617
N  1.15485  -0.23010  3.68956
C  -1.74978  3.23761  3.60210
C  -2.62454  4.30333  3.58412
C  -2.12588  5.57148  3.33581
C  -0.76714  5.73393  3.10513
C  0.05513  4.62417  3.13209
N  -0.43222  3.40982  3.38437
H  -0.57162  -3.01098  4.33065
H  1.75920  -3.96332  4.30940
H  3.67564  -2.40890  3.90885
H  3.18495  0.01739  3.52613
H  -3.67257  4.10870  3.76370
H  -2.78968  6.42548  3.32053
H  -0.34392  6.70725  2.90456
H  1.11988  4.66860  2.95028
C  3.85143  -0.94950  -2.69589
C  3.26064  -1.39939  -1.36891
N  2.38286  -0.38988  -0.77321
C  2.87851  0.42782  0.18733
C  2.22081  1.44973  0.79042
C  3.02432  2.16667  1.87854
O  4.21362  2.32391  1.70234
O  2.39188  2.47255  2.97297
C  0.90522  1.81577  0.30284
O  0.25556  2.79475  0.63926
C  0.34972  0.87722  -0.71656
C  -0.96025  1.08363  -1.14469
C  -1.50195  0.24045  -2.06813
F  -2.79002  0.39769  -2.46397
C  -0.77826  -0.81764  -2.62361
C  0.51718  -1.03405  -2.20315
C  1.08768  -0.19380  -1.23706
N  -1.39218  -1.69188  -3.58912
C  -2.41091  -2.54936  -2.97555
C  -3.03832  -3.41930  -4.07623
N  -2.07201  -3.45550  -5.22517
C  -1.97361  -2.10743  -5.89562
C  -1.91611  -1.04448  -4.79421
H  4.49577  -1.72901  -3.10372
H  4.44998  -0.04888  -2.55963
H  3.07596  -0.72773  -3.43066
H  4.05902  -1.58986  -0.65359
H  2.70966  -2.33450  -1.46613
H  3.90294  0.23483  0.48452
H  -1.51498  1.90932  -0.71623
H  1.06867  -1.84992  -2.64405
H  -3.20508  -1.97305  -2.48849
H  -1.93186  -3.16983  -2.21896
H  -3.96704  -3.00042  -4.45750
H  -3.22238  -4.43916  -3.74821
H  -2.32826  -4.17331  -5.90105
H  -1.14822  -3.67499  -4.84742
H  -2.84448  -2.00097  -6.53813
H  -1.07363  -2.12696  -6.50677
H  -2.90325  -0.60350  -4.63502
H  -1.24009  -0.24566  -5.08617